The following is a DFT calculation (wB97M-V/def2-TZVPD) of a molecular structure, C34H32IN6O3S2Sn.

Calculated values
Net charge: +1
2S+1: 1
DFT total energy, hartree: -3177.2156
Gap between HOMO and LUMO, eV: 7.79
M, g/mol: 882.42
Lowest unoccupied orbital energy, eV: -2.616

Atoms and positions in Å:
I1 -2.33947 -1.45580 0.99678
C1 -2.26562 2.38248 -6.95264
H1 -1.69222 0.71092 -8.16880
N1 1.77911 4.49194 1.46995
N2 3.12842 -3.76009 1.35278
H2 1.33178 2.73836 5.42976
C2 -3.87809 2.27440 -3.52201
C3 -2.52328 0.08920 -6.29297
C4 3.26033 -5.18497 1.60532
C5 2.14786 4.07411 2.67334
H3 4.22606 -2.24526 -4.75272
C6 3.56485 -1.64569 1.02234
H4 1.49165 1.74046 -4.74140
H5 3.51740 -4.17964 -3.35920
C7 3.38035 -2.16155 -4.08678
C8 2.00617 -3.12262 0.98918
H6 3.50600 -5.71453 0.68626
H7 3.23870 1.02836 4.26681
C9 0.08991 -1.55762 4.57244
Sn1 0.53727 -0.27666 -0.11404
H8 2.95477 3.18683 4.93401
C10 -0.24023 -2.76748 5.16206
O1 -0.81184 1.97586 0.79628
C11 -2.11773 1.02878 -7.22723
H9 2.91540 -0.17861 -4.68160
H10 0.22785 -3.05103 6.09430
C12 2.64523 -0.99979 -4.03322
C13 2.98572 -3.23929 -3.29569
C14 0.05102 1.06402 3.28329
H11 -4.80342 2.82452 -3.70709
H12 -4.13606 1.40338 -2.92001
H13 -2.41547 -0.96653 -6.50091
H14 0.83123 0.27494 -5.47072
C15 0.81977 3.85798 0.80195
H15 0.71042 3.67695 -1.34843
S1 -2.95025 3.43166 -2.46455
H16 5.14545 -3.09394 1.62554
H17 2.93926 4.63881 3.15175
H18 1.59809 -3.95189 -1.82558
S2 -2.05448 2.53268 -0.15119
H19 -0.25263 1.54616 -4.85112
C16 1.60151 2.97019 3.30335
C17 -3.06895 0.50360 -5.08580
H20 -0.12065 1.15395 4.35839
H21 1.05697 -3.61970 0.88442
C18 -1.63921 2.38873 -1.86081
H22 2.32395 -5.56197 2.00970
H23 4.04789 -5.34252 2.33850
H24 0.83050 -0.90467 5.01662
C19 2.09600 2.56372 4.66880
C20 -1.15660 -3.61763 4.56079
H25 -1.95484 3.11919 -7.68018
C21 4.13587 -2.82846 1.37271
C22 0.54856 4.41924 -0.56567
C23 0.19600 2.73840 1.37365
H26 -3.38103 -0.23266 -4.35503
O2 2.42320 1.18239 4.75561
C24 -0.50913 -1.18741 3.37287
C25 0.67744 1.01281 -4.68845
H27 1.25070 5.23574 -0.71305
C26 1.92063 -3.11844 -2.43505
C27 -1.42215 -2.05448 2.77219
H28 -2.93860 3.85043 -5.54936
C28 1.54846 -0.84515 -3.16934
O3 0.23879 -1.85399 -1.39506
N3 -0.90315 1.79059 -2.69167
N4 0.00290 0.78972 -2.33355
C29 0.60884 2.26809 2.61830
C30 1.20518 -1.91891 -2.31514
C31 0.69903 0.36143 -3.33943
H29 -0.46381 4.80101 -0.66994
C32 -1.75650 -3.26250 3.35832
C33 -3.22882 1.85565 -4.80987
C34 -2.82382 2.79316 -5.75298
H30 4.02723 -0.67990 0.91973
H31 -1.41161 -4.55947 5.02503
N5 -0.15214 -0.02449 2.67238
H32 -2.47777 -3.91650 2.89047
N6 2.22763 -1.84139 0.78690

Force components x, y, z for each atom (eV/Å):
I 0.001 -0.049 -0.154
C -0.014 -0.019 0.001
H 0.015 -0.013 -0.033
N 0.061 0.027 0.156
N 0.011 0.017 0.003
H -0.009 -0.032 -0.047
C -0.086 -0.078 0.058
C 0.030 0.016 0.012
C 0.028 -0.004 0.045
C -0.021 -0.070 -0.092
H 0.029 0.003 -0.026
C 0.016 0.072 0.020
H 0.013 0.023 -0.010
H 0.021 -0.020 0.002
C -0.063 0.051 0.033
C -0.082 -0.014 0.046
H 0.005 -0.017 0.023
H -0.014 -0.012 -0.001
C -0.002 -0.009 -0.003
Sn 0.451 0.269 0.152
H -0.054 -0.006 0.014
C -0.004 -0.041 0.006
O 0.351 -0.261 -0.152
C 0.000 0.009 -0.009
H 0.030 0.027 -0.021
H 0.010 -0.008 0.027
C 0.060 -0.047 -0.026
C 0.061 -0.040 -0.038
C 0.003 0.021 -0.020
H 0.003 -0.014 -0.032
H 0.003 0.024 0.020
H 0.006 -0.035 -0.004
H -0.012 0.002 -0.016
C -0.011 -0.038 -0.062
H -0.026 -0.060 -0.001
S 0.017 0.094 -0.087
H 0.066 0.008 0.013
H 0.024 0.042 0.039
H -0.001 -0.009 0.033
S 0.087 0.250 -0.162
H -0.039 0.007 -0.006
C 0.107 0.171 -0.012
C 0.005 0.006 -0.007
H -0.025 -0.039 0.019
H -0.088 -0.021 -0.034
C -0.352 0.115 0.083
H 0.013 -0.029 -0.023
H -0.024 -0.029 -0.017
H 0.024 0.026 -0.003
C 0.027 0.032 0.039
C -0.014 0.019 -0.025
H 0.010 0.028 -0.027
C 0.061 -0.045 -0.005
C -0.024 -0.089 -0.046
C -0.260 -0.006 0.035
H -0.008 -0.019 0.021
O 0.027 -0.056 -0.015
C -0.121 -0.031 -0.132
C -0.029 -0.014 -0.008
H -0.029 -0.010 -0.033
C -0.024 -0.050 0.015
C 0.012 -0.023 0.174
H -0.007 0.033 0.031
C -0.125 0.247 -0.091
O -0.234 -0.156 -0.139
N 0.253 -0.139 0.052
N -0.421 0.226 -0.086
C -0.034 -0.007 0.215
C 0.050 -0.005 0.077
C 0.129 -0.266 0.238
H -0.054 0.041 0.015
C 0.036 0.060 0.050
C 0.024 0.005 0.033
C 0.048 0.005 -0.028
H 0.020 0.052 -0.007
H -0.005 -0.035 0.011
N 0.174 0.104 -0.049
H -0.030 -0.027 -0.017
N -0.078 -0.140 -0.005

Here are the Löwdin charges for atoms 1 to 5, given in e: number 1, I, carries 1.082; number 2, C, carries -0.076; number 3, H, carries 0.105; number 4, N, carries 0.126; number 5, N, carries -0.113


The following is a DFT calculation (wB97M-V/def2-TZVPD) of a molecular structure, C34H32N2O4P2RuS.

Calculated values
Net charge: +2
2S+1: 5
<S²>: 6.01
DFT total energy, hartree: -2900.5179
Gap between HOMO and LUMO (alpha / beta), eV: 8.96 / 7.13
M, g/mol: 727.73
Lowest unoccupied orbital energy (alpha / beta), eV: -5.579 / -7.381

Atoms and positions in Å:
C1 -4.95349 2.46481 2.67138
Ru1 -1.30602 -0.15435 1.25110
C2 -3.86752 0.35021 2.50310
C3 -2.67688 2.25333 3.37979
H1 -1.00774 -1.48447 -4.59526
C4 2.02621 0.81045 0.63012
H2 4.31302 3.91773 0.72219
H3 -1.92521 0.24302 3.44761
C5 1.28859 1.34952 -2.86272
H4 1.99081 0.70741 -3.38319
H5 0.62174 -3.49656 -1.42962
H6 0.80404 1.86866 2.04719
C6 -3.57781 -1.18020 -1.02105
H7 1.45340 -3.31119 4.91321
H8 3.74725 -1.70234 0.82395
C7 1.78801 -3.05421 -5.68134
H9 -1.26351 3.62707 -1.05366
C8 2.10977 -2.27149 -3.43513
C9 3.16931 0.85554 -0.16348
C10 0.51287 3.54110 -2.26437
H10 -5.84373 3.07153 2.54549
C11 1.41713 2.72786 -2.93323
H11 -0.12315 -2.64534 -6.57133
H12 2.21477 3.16774 -3.51892
O1 -1.26407 -1.38308 -1.50294
C12 3.91211 -2.86150 2.61847
P1 0.21918 -0.96310 -1.98546
O2 -2.57484 -0.51609 -3.13635
H13 -2.91120 4.78339 4.13251
C13 -4.99318 1.12664 2.31009
C14 2.51897 3.01853 1.47456
C15 -0.00923 -1.89772 -4.57396
C16 3.66369 3.05166 0.69031
H14 4.94493 -3.13223 2.43614
C17 -3.76296 4.52741 3.50294
C18 -3.79218 3.05759 3.17575
C19 1.94914 -2.96114 4.01809
C20 1.26492 -2.16552 3.10966
H15 -1.54043 1.20488 -0.96652
H16 -4.67492 4.83349 4.01551
H17 -0.00227 -3.18083 0.19215
C21 0.84068 -3.01959 -0.47930
C22 1.90800 -1.71746 1.95933
C23 -0.54072 2.98636 -1.54427
H18 0.22825 -1.90676 3.28827
C24 1.69848 1.90153 1.43833
H19 2.16612 -3.56952 -6.55564
C25 0.25037 0.79415 -2.11356
H20 1.72391 -3.48457 -0.05798
H21 3.61458 -3.28386 -4.56918
H22 2.27305 3.85688 2.11440
H23 -5.88382 0.68524 1.87869
H24 4.87239 2.01449 -0.74891
C26 3.98169 1.97828 -0.13342
C27 -2.70239 0.89903 3.05287
N1 1.10454 -1.53992 -0.69144
H25 0.61472 4.61821 -2.31795
H26 3.79648 -3.94053 4.47153
H27 2.73538 -2.15670 -2.55817
H28 -3.69645 5.11497 2.58371
H29 3.42320 0.02018 -0.80799
O3 -4.96931 -1.89444 1.49728
S1 -3.73948 -1.19529 1.64373
C28 3.23954 -2.06060 1.71376
H30 -4.48258 -0.72699 -1.41442
H31 -3.75702 -2.25269 -0.91601
C29 -2.49387 -0.96531 -2.04386
C30 0.49566 -2.54459 -5.68917
C31 -0.67926 1.61417 -1.47297
H32 -1.79662 2.67550 3.85196
N2 -3.16640 -0.55492 0.25230
C32 0.79549 -1.78029 -3.43762
C33 3.26584 -3.31119 3.76836
P2 1.00051 -0.65769 0.83144
O4 -2.58016 -1.88838 2.23564
C34 2.59968 -2.90592 -4.56252

Force components x, y, z for each atom (eV/Å):
C -0.045 0.034 0.007
Ru -0.540 0.079 -0.626
C 0.006 -0.094 -0.134
C 0.074 0.003 0.091
H -0.031 -0.018 0.037
C -0.107 0.082 0.030
H -0.027 -0.032 -0.015
H 0.122 -0.098 0.117
C 0.004 0.057 0.040
H -0.029 0.055 -0.006
H -0.016 0.034 -0.093
H -0.112 0.047 0.134
C 0.191 0.244 0.361
H -0.006 0.003 -0.010
H -0.019 -0.026 0.078
C -0.009 -0.006 -0.003
H 0.038 -0.025 -0.045
C -0.089 0.020 -0.024
C 0.027 -0.039 -0.041
C -0.001 0.028 0.009
H 0.045 -0.028 0.005
C 0.018 0.012 -0.025
H 0.022 -0.016 0.032
H -0.029 -0.029 0.046
O -0.038 0.015 -0.305
C 0.032 0.001 -0.021
P 0.036 -0.158 0.383
O 0.017 -0.097 0.129
H -0.038 -0.029 -0.034
C -0.064 0.018 0.037
C -0.001 -0.007 0.003
C 0.025 0.022 0.007
C 0.017 0.018 0.003
H -0.060 0.003 0.007
C -0.016 -0.084 -0.044
C -0.051 0.175 0.021
C -0.015 -0.013 0.032
C 0.027 -0.027 -0.083
H -0.192 -0.096 0.134
H 0.025 -0.028 -0.004
H -0.062 0.067 0.022
C 0.202 0.160 -0.031
C -0.185 0.009 0.024
C -0.024 0.093 0.041
H -0.073 -0.032 0.039
C 0.131 -0.101 -0.180
H -0.001 0.045 0.029
C 0.192 -0.072 -0.126
H 0.099 0.041 0.022
H -0.067 -0.002 0.000
H -0.005 -0.042 -0.034
H 0.021 0.052 -0.001
H -0.036 -0.004 0.032
C 0.035 -0.019 -0.027
C -0.169 0.016 0.200
N -0.445 -0.030 0.138
H -0.005 -0.049 -0.017
H -0.003 0.034 -0.020
H -0.020 -0.043 -0.025
H 0.003 -0.016 0.043
H 0.003 0.043 0.042
O 0.085 0.076 0.059
S -0.245 0.101 -0.330
C 0.049 0.036 0.014
H -0.108 0.097 0.000
H 0.055 -0.094 -0.038
C -0.022 -0.035 -0.004
C -0.015 0.011 -0.064
C 0.131 0.106 -0.078
H -0.020 -0.038 -0.016
N 0.257 -0.287 0.083
C 0.098 -0.091 0.087
C 0.031 -0.010 -0.012
P 0.792 -0.107 -0.279
O 0.081 0.073 0.188
C 0.050 0.014 -0.009

Here are the Löwdin charges for atoms 1 to 5, given in e: number 1, C, carries 0.020; number 2, Ru, carries 1.128; number 3, C, carries -0.305; number 4, C, carries -0.019; number 5, H, carries 0.105


Relative energy (zero: lowest compared OMol25 entry of this formula, charge and spin) per entry: 2.623; 0.119 eV